[1]
12
Properties=species:S:1:pos:R:3:forces:R:3:lowdin_charge:R:1 method="wB97M-V/def2-TZVPD" lumo_ha="-0.017 / -0.023" relative_energy_kj_mol=579.7 energy_ha=-265.3148 homo_lumo_gap_ev="7.30 / 7.59"
N -1.9078 0.2950 -0.3837 -0.4 0.5 0.7 0.0847
C -0.6463 0.1839 -0.0176 0.3 0.4 0.1 -0.4738
C 0.3508 1.1940 0.1357 -0.3 0.0 -0.6 -0.0547
N 1.5564 0.5899 0.0096 0.5 0.0 0.3 0.0014
C 1.4040 -0.8016 -0.0355 -0.1 0.0 0.6 -0.1179
C 0.0777 -1.0544 0.0545 0.4 0.1 -0.6 -0.0219
H -2.2961 1.1860 -0.0569 0.1 0.0 -0.4 0.0580
H -2.1319 -1.5728 0.0044 0.6 -0.6 0.0 0.1025
H 0.2590 2.2641 -0.0153 0.0 -0.2 0.2 0.1174
H 2.4294 1.0607 0.2162 -0.2 -0.2 -0.1 0.1482
H 2.2737 -1.4381 0.0529 -0.2 0.1 -0.1 0.1035
H -1.3689 -1.9066 0.0356 -0.7 -0.2 0.0 0.0524

=====

[2]
17
Properties=species:S:1:pos:R:3:forces:R:3:lowdin_charge:R:1 method="wB97M-V/def2-TZVPD" lumo_ha=0.027 smiles=CC1(C)[C@H](S)[C@@H]1O relative_energy_kj_mol=116.2 energy_ha=-669.8922 homo_lumo_gap_ev=9.88
C -1.1006 -0.1540 1.5977 1.5 -0.7 -0.5 -0.0321
C -0.9867 -0.1762 0.0475 -0.3 0.0 0.8 -0.4446
C -2.2174 -0.7856 -0.6520 0.6 1.3 -1.1 -0.0433
C 0.3581 -0.4181 -0.6829 -0.8 -0.2 -1.1 -0.5332
S 2.0073 -0.6051 0.0064 -0.7 -0.1 0.0 0.7757
C -0.2987 0.9574 -0.6626 -1.0 -0.5 -0.9 -0.3748
O 0.2419 1.9450 0.1047 -0.3 0.7 0.8 -0.0122
H -2.0895 0.1630 1.9184 0.0 0.2 0.0 0.0756
H -0.9081 -1.1703 2.0037 -0.4 0.3 -0.4 0.0811
H -0.2929 0.4346 2.0761 -0.7 0.1 -0.4 0.0800
H -1.9937 -0.8183 -1.7521 -0.3 -0.1 0.9 0.0870
H -2.4134 -1.7908 -0.3189 -0.2 -0.4 0.2 0.0705
H -3.1286 -0.1384 -0.5484 0.8 -0.6 0.2 0.0972
H 0.1890 -0.9940 -1.6285 0.4 0.6 0.9 0.1039
H 1.6150 -1.4015 1.0048 0.2 0.0 0.2 -0.1397
H -0.7385 1.3816 -1.5833 0.1 -0.6 0.3 0.1538
H 1.1809 1.9146 0.0028 1.1 0.1 0.1 0.0553

=====

[3]
206
Properties=species:S:1:pos:R:3:forces:R:3:lowdin_charge:R:1 method="wB97M-V/def2-TZVPD" lumo_ha="-0.089 / -0.245" charge=+1 s2=0.754 spin_multiplicity=2 energy_ha=-3908.4203 homo_lumo_gap_ev="7.35 / 3.11"
C -4.3178 -0.7514 -2.7746 -1.3 1.0 -0.4 -0.1243
C -5.2925 -1.7252 -2.0913 -0.1 2.3 0.2 -0.1113
O -4.4073 -2.5930 -1.4886 -0.1 -2.5 1.6 0.0829
C -3.1795 -2.4807 -1.9278 -0.6 1.9 -1.2 -0.6001
O -2.2472 -3.1369 -1.6382 1.6 -1.5 0.7 0.1525
O -3.0942 -1.4214 -2.7637 1.0 -1.2 -0.7 0.0605
H -4.0684 0.1771 -2.2610 -1.0 0.2 0.2 0.1158
H -4.7598 -0.5561 -3.7516 0.9 0.2 -0.4 0.1358
H -5.9863 -2.2314 -2.7625 0.2 -0.1 0.0 0.1446
H -5.7977 -1.1478 -1.3170 -0.4 -0.4 0.0 0.0994
C 0.6365 -0.7932 -1.3541 0.3 -0.6 -0.4 -0.1016
C 0.0002 -1.4940 -0.1596 1.5 1.1 -1.2 -0.1072
O 0.5756 -0.6908 0.8696 -0.1 0.6 3.1 0.0056
C 1.6944 0.0501 0.5436 1.6 -0.6 -0.2 -0.4708
O 2.5450 0.6027 1.2657 -3.8 -2.0 -2.3 0.1093
O 1.8011 -0.1092 -0.8051 -0.1 0.6 -0.1 0.0442
H -0.0534 -0.1242 -1.8684 0.3 0.3 0.2 0.1111
H 0.9988 -1.5552 -2.0441 0.0 0.4 -0.3 0.0951
H 0.4049 -2.5061 -0.1504 -0.2 -0.2 0.6 0.0994
H -1.0885 -1.5072 -0.2118 0.2 0.3 0.6 0.1133
C 0.3586 -5.7502 0.7980 -0.2 0.7 -1.3 0.0170
C 1.3005 -6.4165 1.7855 0.3 -3.2 -1.5 -0.4803
C 2.3772 -7.3819 1.1621 1.8 1.8 -0.1 -0.0481
C 3.6562 -6.5721 0.6835 -1.9 0.2 -1.3 -0.1491
C 4.1258 -5.5399 1.6436 0.9 -0.5 1.8 -0.1403
C 3.0371 -4.6400 2.2915 2.4 -0.4 1.1 -0.4422
N 1.9221 -5.4845 2.6995 -1.6 1.9 -0.8 0.0880
O 0.9752 -4.8359 3.4700 2.2 -0.3 -0.4 0.1365
C 3.5759 -3.9663 3.6149 -0.2 -0.2 -1.1 0.0219
C 2.6699 -3.6085 1.2727 -1.4 1.5 -0.8 -0.0056
C 0.4294 -7.3464 2.5405 -1.4 -0.9 2.8 -0.0533
H -0.3749 -6.4606 0.4167 0.3 -0.5 0.2 0.1094
H 0.8663 -5.3903 -0.0968 0.0 0.4 0.2 0.0711
H -0.2986 -5.0099 1.2542 0.5 0.4 0.1 0.0814
H 2.6750 -8.0831 1.9416 0.0 -0.1 0.0 0.1196
H 1.9466 -7.9433 0.3329 -0.1 0.2 0.1 0.1343
H 3.3472 -5.9612 -0.1647 -0.2 -0.5 -0.6 0.0865
H 4.5002 -7.1657 0.3323 -0.3 -0.3 0.2 0.1286
H 4.8706 -4.8828 1.1946 -0.2 0.2 -0.2 0.1399
H 4.7138 -6.0903 2.3781 -0.2 0.3 0.8 0.1277
H 4.5645 -3.5530 3.4148 0.0 -0.1 -0.1 0.1006
H 2.9323 -3.1349 3.9024 0.0 -0.2 0.2 0.0946
H 3.6567 -4.7255 4.3929 0.0 0.2 0.1 0.0943
H 3.3918 -2.7982 1.1716 0.3 -0.1 0.8 0.1227
H 2.5680 -3.8951 0.2260 -0.1 -0.8 0.2 0.0698
H 1.7213 -3.1665 1.5775 0.0 0.4 -0.1 0.0914
H -0.0248 -8.2370 2.1062 0.5 0.3 -1.0 0.1223
H -0.4474 -6.8363 2.9395 -0.2 0.2 0.2 0.0879
H 0.9737 -7.7771 3.3809 0.1 0.0 0.3 0.1071
H 0.6874 -5.5535 4.0390 -0.9 -0.3 0.5 0.1343
C -4.8120 2.0570 2.0908 0.2 1.5 1.2 -0.0301
C -4.8736 0.9911 1.0802 -1.3 -2.1 1.4 -0.5176
C -5.6915 -0.1819 1.7434 0.0 -0.3 0.4 -0.1302
C -7.2225 -0.1059 1.7070 0.0 0.8 -1.0 -0.1536
C -7.7374 0.2988 0.2662 1.0 -0.8 2.3 -0.1104
C -6.9833 1.5269 -0.3682 -1.0 -0.1 0.9 -0.4422
N -5.5230 1.3297 -0.1694 0.1 -0.8 -1.1 -0.0943
O -4.7693 2.3426 -0.7910 -0.2 -0.2 -0.5 -0.0177
C -7.3623 1.4217 -1.8658 0.4 -0.2 0.2 -0.0202
C -7.4309 2.9324 0.1916 -0.4 -0.9 -0.5 -0.0079
C -3.4989 0.4135 0.8323 1.0 -0.5 -1.5 -0.0105
H -4.2370 2.9170 1.7476 -0.2 0.3 0.0 0.0876
H -4.2815 1.7169 2.9802 0.1 -0.1 0.0 0.0897
H -5.8027 2.3420 2.4448 0.0 0.2 -0.1 0.0820
H -5.2694 -1.1317 1.4148 -0.5 -0.2 -0.9 0.0928
H -5.4496 -0.2909 2.8006 0.4 0.7 0.3 0.1042
H -7.6185 0.5645 2.4698 0.3 0.5 -0.1 0.1020
H -7.6435 -1.0519 2.0476 0.0 -0.3 -0.5 0.1070
H -8.8236 0.3488 0.3426 0.0 0.8 -0.4 0.1177
H -7.5822 -0.6391 -0.2671 0.3 0.3 -0.8 0.0966
H -8.3273 0.9257 -1.9700 -0.3 0.5 0.2 0.0832
H -7.3694 2.3797 -2.3857 0.1 -0.1 -0.1 0.0880
H -6.7033 0.6994 -2.3476 0.4 0.3 -0.1 0.0631
H -7.3608 3.0544 1.2725 0.2 -0.2 -0.1 0.0698
H -6.8635 3.7089 -0.3215 0.1 0.1 0.1 0.0758
H -8.4646 3.1439 -0.0817 -0.1 -0.2 0.0 0.0869
H -2.7559 1.0439 0.3438 -0.3 0.7 0.2 0.0692
H -3.6199 -0.3732 0.0876 -0.1 -0.5 0.1 0.0759
H -2.9635 -0.0105 1.6818 -0.5 0.1 0.3 0.0674
H -4.9862 3.1578 -0.3327 0.0 0.5 0.2 0.0791
C 2.5449 -4.6772 -5.0105 -0.3 -0.4 -0.1 -0.0103
C 2.1165 -3.7427 -3.8202 2.3 -0.3 -0.5 -0.5145
C 3.2638 -2.7666 -3.5219 0.0 -0.5 -1.6 -0.1381
C 3.4856 -1.7727 -4.6688 -0.1 0.3 1.3 -0.1653
C 2.1815 -1.0010 -4.9013 1.0 -1.7 -1.3 -0.1092
C 0.9670 -1.9455 -5.1412 0.2 1.3 -0.2 -0.4923
N 0.9506 -2.9728 -4.1053 1.4 1.2 0.6 -0.1366
O -0.1118 -3.8322 -4.1674 -1.8 -0.3 -0.3 0.0157
C -0.2024 -1.0226 -4.9472 -1.8 0.7 1.3 -0.0601
C 0.8072 -2.3641 -6.6183 0.4 -0.9 -0.1 -0.0204
C 1.9648 -4.5980 -2.5674 -1.1 -1.1 -0.5 -0.0432
H 3.1379 -5.5497 -4.7362 0.1 0.1 0.6 0.0786
H 3.1301 -4.2033 -5.7985 -0.2 0.4 0.2 0.0683
H 1.6727 -5.1180 -5.4934 -0.2 0.2 0.0 0.0851
H 3.0731 -2.2076 -2.6058 0.2 -0.2 0.2 0.1098
H 4.1565 -3.3918 -3.5019 0.2 0.1 0.7 0.1233
H 3.9500 -2.2557 -5.5285 -0.3 0.1 -0.1 0.1085
H 4.2049 -1.0837 -4.2260 0.3 0.3 -0.5 0.1107
H 2.2501 -0.5092 -5.8717 0.1 0.8 0.4 0.1191
H 2.0919 -0.3227 -4.0528 -0.6 0.1 -0.2 0.1183
H -0.0854 -0.0315 -5.3856 0.1 -0.3 -0.6 0.0981
H -1.1691 -1.4467 -5.2189 0.1 -0.1 -0.6 0.0873
H -0.4045 -0.7693 -3.9065 0.5 -0.2 0.4 0.0569
H 0.8152 -1.5084 -7.2934 -0.1 0.2 0.3 0.0895
H 1.5448 -3.0534 -7.0290 0.2 -0.1 0.3 0.0724
H -0.1657 -2.8454 -6.7178 0.0 -0.1 -0.1 0.0838
H 1.2159 -5.3675 -2.7547 -0.3 0.0 0.0 0.0871
H 1.6098 -4.0755 -1.6790 0.3 0.4 0.0 0.0501
H 2.8531 -5.2061 -2.3965 0.4 0.5 0.2 0.0829
H -0.6276 -3.4142 -3.4740 -1.0 -0.6 0.1 0.0851
C -1.0026 1.5938 3.5144 -0.9 0.5 0.6 -0.0765
O -1.5516 2.8189 3.0064 0.3 -0.8 0.0 -0.2047
C -0.5426 3.5572 2.3795 0.0 1.5 -0.7 -0.2467
C -1.0726 5.0025 2.0181 0.7 -2.8 1.7 -0.1592
N -1.2209 5.6505 3.3449 1.4 0.5 -1.7 -0.0702
C -2.1793 6.7237 3.4361 -2.2 -0.7 1.1 -0.2188
C -1.9740 7.5792 4.6998 -0.3 -0.4 -0.5 -0.2181
O -3.2197 8.0289 5.2382 -0.2 0.9 0.3 -0.2054
C -3.1736 8.4909 6.6287 1.2 -1.3 -0.9 -0.0751
H -0.6090 1.8090 4.5079 0.0 -0.3 0.2 0.0934
H -0.1959 1.1229 2.9526 -0.1 0.3 -0.6 0.0772
H -1.8509 0.9112 3.5645 0.2 -0.2 0.2 0.0666
H -0.2159 2.9923 1.5064 0.2 0.2 -0.3 0.1052
H 0.3126 3.7198 3.0354 0.2 -0.2 0.2 0.1226
H -1.9894 4.7737 1.4747 -0.4 0.7 -0.2 0.0995
H -0.2914 5.3722 1.3539 -0.3 0.8 0.2 0.1163
H -1.5108 4.9589 4.0215 0.1 -0.2 -0.2 0.1011
H -3.1047 6.1734 3.6064 -0.9 0.5 -0.1 0.1121
H -2.3816 7.3267 2.5509 0.7 -0.1 -0.1 0.1243
H -1.3312 8.3768 4.3271 0.2 0.5 0.9 0.1199
H -1.4925 6.9278 5.4291 0.4 0.2 0.1 0.1151
H -2.1833 8.8921 6.8441 0.0 0.4 0.0 0.0777
H -3.2539 7.5902 7.2373 -0.2 0.0 0.3 0.0777
H -3.9418 9.2069 6.9207 -0.1 -0.1 -0.7 0.0825
C -4.6458 -7.1417 2.3932 0.0 0.9 0.4 -0.0859
O -4.9529 -6.1640 1.3578 0.2 -1.7 1.6 -0.1684
C -3.8191 -5.5482 0.7840 -1.5 0.4 -0.5 -0.2264
C -3.0774 -4.5827 1.6563 0.5 1.0 -0.2 -0.2456
N -3.8279 -3.4198 2.1394 0.9 0.9 0.9 -0.0321
C -2.9835 -2.4879 3.0166 -0.9 -2.7 -0.3 -0.1240
C -2.6567 -3.1854 4.4346 0.8 2.0 0.3 -0.1465
O -2.0464 -2.2284 5.3650 -0.3 -0.7 -1.1 -0.2059
C -2.9402 -1.2853 5.8975 -0.8 -0.1 0.7 -0.1304
H -5.5379 -7.5826 2.8380 -0.3 0.0 -0.8 0.0877
H -4.1894 -6.6933 3.2758 0.2 0.7 0.0 0.0664
H -3.9375 -7.9318 2.1440 -0.1 -0.1 -0.8 0.0794
H -4.2845 -4.9794 -0.0210 0.3 0.2 -0.2 0.1202
H -3.1792 -6.2849 0.2983 0.4 -0.2 0.2 0.1213
H -2.3597 -4.1335 0.9698 0.3 0.0 -0.2 0.0930
H -2.4487 -5.0855 2.3911 -0.1 -0.3 0.6 0.0873
H -4.6988 -3.6066 2.6155 0.0 -0.5 0.0 0.1072
H -3.5163 -1.5374 3.0444 -0.1 -0.2 0.7 0.0683
H -2.0984 -2.2785 2.4159 0.4 -0.1 0.4 0.1018
H -1.9115 -3.9809 4.4309 0.2 0.1 -0.8 0.0923
H -3.4840 -3.6867 4.9368 -0.7 0.4 -0.3 0.1165
H -2.4344 -0.3522 6.1457 0.1 0.0 -0.4 0.0884
H -3.3885 -1.6328 6.8284 0.2 -0.3 0.4 0.0828
H -3.8291 -1.1177 5.2893 0.2 0.3 -0.6 0.0756
C 5.6624 1.8100 1.7610 -0.8 0.1 0.6 -0.1387
O 6.9448 2.0017 2.2900 1.3 0.0 -1.2 -0.1800
C 7.9147 1.0547 1.7971 0.1 0.1 1.6 -0.2052
C 9.3366 1.3293 2.3709 -0.7 0.6 0.2 -0.1824
N 9.8838 2.6520 2.0643 0.1 -0.3 0.7 -0.0822
C 10.0266 2.9843 0.6899 -0.3 0.6 -0.9 -0.2395
C 10.5943 4.3854 0.6236 0.1 1.4 -1.9 -0.1694
O 10.6552 4.8863 -0.7792 -1.1 -1.4 1.0 -0.2021
C 11.4560 6.0209 -0.9120 0.6 -0.1 1.2 -0.1440
H 5.5869 1.6718 0.6825 0.4 0.2 -0.2 0.0873
H 5.0674 2.6646 2.0832 0.1 0.2 -0.3 0.0919
H 5.1260 0.9741 2.2100 0.2 -0.6 0.2 0.0659
H 7.9925 0.9050 0.7202 -0.5 0.6 -0.3 0.1112
H 7.5346 0.1217 2.2132 0.5 -0.6 -0.1 0.1101
H 10.0050 0.5373 2.0332 0.0 -0.4 -0.2 0.1089
H 9.2977 1.2957 3.4597 -0.1 -0.2 0.0 0.1148
H 10.8134 2.7447 2.4480 0.0 -0.2 0.7 0.1107
H 9.0174 2.9792 0.2779 0.1 0.1 -0.5 0.1227
H 10.6742 2.3284 0.1081 0.0 -0.4 -0.2 0.1234
H 11.6168 4.4952 0.9848 0.2 -0.5 0.3 0.1104
H 9.9788 5.0367 1.2441 -0.2 0.2 -0.1 0.1251
H 11.0436 6.8563 -0.3462 -0.2 0.4 -0.2 0.0849
H 11.6801 6.2928 -1.9435 -0.5 -0.2 0.0 0.0896
H 12.3942 5.7778 -0.4132 0.6 0.3 -0.1 0.0738
C 0.9490 8.1294 -7.9367 -0.7 0.1 -0.1 -0.1471
O 0.9133 8.3751 -6.5548 0.2 -1.2 2.0 -0.2042
C 0.5545 7.1697 -5.7628 0.7 0.3 -1.0 -0.1728
C 0.6943 7.2446 -4.1832 -0.3 -0.4 -2.7 -0.1685
N -0.1275 6.1514 -3.5933 1.0 0.6 -0.2 -0.0596
C 0.5258 4.8176 -3.5570 -0.5 0.4 0.7 -0.2001
C -0.5443 3.7846 -3.1492 0.3 0.9 -0.1 -0.1993
O -1.0683 3.9755 -1.8175 0.8 0.0 -0.9 -0.1834
C -1.5731 2.7885 -1.2280 0.5 0.5 -0.7 -0.1124
H 0.9890 9.1218 -8.3857 -0.1 -0.2 -0.3 0.0906
H 0.0596 7.5750 -8.2363 -0.5 0.3 -0.2 0.0776
H 1.7449 7.5144 -8.3567 0.7 0.0 0.6 0.0795
H 1.2115 6.3782 -6.1231 0.3 -0.2 0.0 0.0981
H -0.4265 6.8526 -6.1166 -0.5 0.2 0.5 0.1100
H 0.3657 8.2532 -3.9327 -0.2 -0.3 0.6 0.1162
H 1.7610 7.1200 -3.9968 0.1 0.2 0.4 0.1073
H -0.2477 6.4313 -2.6303 -0.4 -0.2 0.2 0.0988
H 1.4078 4.7827 -2.9175 0.0 0.1 0.6 0.1134
H 0.9554 4.5237 -4.5147 -0.6 0.1 -0.4 0.1123
H -0.1034 2.7985 -3.2954 -0.2 -0.3 0.2 0.1089
H -1.3375 3.9936 -3.8670 -0.3 -0.5 0.0 0.1211
H -2.3450 2.3177 -1.8368 -0.5 0.3 0.1 0.0787
H -1.9120 3.1061 -0.2420 -0.2 -0.5 -0.1 0.0721
H -0.7806 2.0408 -1.1959 0.3 -0.2 0.5 0.0694

=====

Quick rundown of max |F|, same order as above: 0.924, 1.781, 4.842 eV/Å